[1]
{"formula": "C18H20CoN2O5", "method": "ωB97M-V with the def2-TZVPD basis set", "species": ["Co", "O", "C", "C", "C", "C", "C", "C", "C", "O", "N", "N", "C", "C", "C", "C", "C", "C", "C", "O", "H", "H", "H", "H", "H", "H", "H", "H", "H", "H", "C", "O", "C", "C", "O", "C", "H", "H", "H", "H", "H", "H", "H", "H", "H", "H"], "xyz": [[0.3083, -0.3050, 0.3896], [-3.4140, -2.5389, 1.5670], [-4.2294, -1.7875, 0.8242], [-5.5625, -2.1871, 0.7167], [-6.4409, -1.4696, -0.0632], [-6.0237, -0.3238, -0.7498], [-4.7255, 0.1023, -0.6325], [-3.8032, -0.6148, 0.1510], [-2.4270, -0.1717, 0.2336], [-1.5367, -0.8914, 0.8189], [-2.1234, 1.0369, -0.2838], [-0.8474, 1.3123, -0.1630], [-0.4049, 2.5231, -0.3751], [0.9557, 2.8600, -0.2040], [1.4280, 4.0938, -0.7042], [2.7525, 4.4187, -0.6482], [3.6735, 3.5232, -0.0552], [3.2526, 2.3545, 0.5110], [1.8840, 1.9819, 0.4856], [1.5073, 0.9252, 1.1103], [-2.5126, -2.1830, 1.4932], [-5.8666, -3.0791, 1.2474], [-7.4701, -1.7946, -0.1384], [-6.7227, 0.2196, -1.3698], [-4.3816, 0.9914, -1.1409], [-1.0995, 3.2986, -0.6935], [0.7228, 4.7787, -1.1591], [3.1023, 5.3562, -1.0569], [4.7267, 3.7719, -0.0374], [3.9442, 1.6798, 0.9972], [1.4334, -2.7752, 1.8292], [1.2409, -2.2333, 0.5157], [2.4334, -2.2258, -0.2660], [2.0754, -1.7338, -1.6448], [1.4588, -0.4589, -1.5045], [1.3036, 0.2239, -2.7479], [1.8589, -3.7767, 1.7594], [0.4533, -2.8280, 2.2956], [2.0947, -2.1364, 2.4186], [2.8403, -3.2375, -0.3291], [3.1774, -1.5668, 0.1937], [1.3839, -2.4259, -2.1356], [2.9812, -1.6464, -2.2500], [2.2766, 0.3553, -3.2245], [0.8762, 1.1988, -2.5315], [0.6404, -0.3335, -3.4129]], "atomic_forces_ev_per_a": [[-1.37, 1.59, -1.45], [0.18, -0.31, 0.23], [-0.17, 0.56, -0.47], [0.10, -0.06, 0.04], [0.06, 0.10, 0.02], [-0.14, -0.01, -0.02], [0.05, -0.09, 0.10], [-0.25, -0.51, 0.15], [-0.31, 1.45, -0.59], [1.72, -0.31, -0.18], [-0.99, -0.75, 0.35], [1.85, -1.63, 0.63], [0.13, -0.01, 0.12], [0.48, -0.40, 0.43], [0.00, 0.06, -0.06], [0.12, -0.09, 0.06], [-0.09, 0.10, 0.01], [-0.03, -0.18, -0.09], [-0.10, 1.00, -0.75], [-0.20, -1.30, 0.28], [-0.07, -0.01, 0.05], [-0.03, 0.01, 0.00], [0.00, -0.02, -0.02], [0.00, 0.02, 0.03], [-0.03, 0.00, -0.02], [-0.12, -0.25, -0.02], [-0.03, -0.04, -0.02], [0.00, 0.00, -0.01], [-0.02, 0.05, 0.03], [0.00, 0.00, 0.03], [-0.01, -0.08, 0.32], [-0.48, 1.03, 0.23], [0.29, 0.12, -0.26], [-0.03, -0.31, 0.10], [-0.17, 0.07, 0.89], [-0.24, 0.21, -0.15], [-0.04, 0.02, -0.08], [0.01, 0.00, -0.01], [-0.01, 0.02, -0.07], [-0.04, 0.00, 0.04], [-0.05, -0.02, 0.05], [0.00, 0.04, -0.01], [-0.01, 0.03, 0.02], [0.01, -0.04, 0.08], [0.00, -0.03, -0.02], [0.00, -0.01, 0.05]], "lumo_energy_ev": [-4.09, -6.05], "homo_lumo_gap_ev": [6.68, 4.81], "charge": 1, "homo_ev": [-10.77, -10.86]}

=====

[2]
{"formula": "C6H18FNaO3S3Sn", "method": "ωB97M-V with the def2-TZVPD basis set", "species": ["Na", "Sn", "F", "C", "S", "O", "C", "H", "H", "H", "H", "H", "H", "C", "S", "O", "C", "H", "H", "H", "H", "H", "H", "C", "S", "O", "C", "H", "H", "H", "H", "H", "H"], "xyz": [[-32.0934, -12.5141, -1.4971], [-33.6480, -12.9492, 2.4067], [-31.6634, -13.7195, 0.7556], [-29.4262, -17.8208, -0.6318], [-28.5991, -16.3123, -1.2786], [-27.8803, -16.7316, -2.5395], [-30.1332, -15.5649, -2.0091], [-28.8224, -18.5099, -0.0381], [-29.7155, -18.4639, -1.4658], [-30.3037, -17.7108, 0.0090], [-30.9692, -16.2417, -1.8170], [-30.0357, -15.4642, -3.0881], [-30.5282, -14.6482, -1.5611], [-33.6923, -16.9965, 0.1787], [-34.4338, -16.6681, 1.8096], [-35.0907, -15.2770, 1.7560], [-35.7393, -17.8623, 2.0727], [-32.8576, -16.3070, 0.0277], [-34.3260, -16.7819, -0.6818], [-33.2179, -17.9772, 0.1987], [-36.1318, -18.0795, 1.0809], [-36.3446, -17.3111, 2.7898], [-35.2509, -18.7489, 2.4741], [-27.3919, -14.3586, 1.8603], [-27.2928, -12.5328, 1.5726], [-25.8580, -12.4364, 1.0993], [-28.1973, -12.5175, -0.0610], [-26.6476, -14.5532, 2.6311], [-27.1681, -15.0085, 1.0160], [-28.3839, -14.6630, 2.2024], [-27.7576, -13.3028, -0.6737], [-28.0914, -11.5310, -0.5083], [-29.2554, -12.7619, 0.0726]], "atomic_forces_ev_per_a": [[0.55, -0.36, 0.20], [0.96, -2.61, -1.62], [-2.56, 1.33, 0.94], [-0.34, -1.17, 0.09], [0.01, -0.65, -1.82], [-0.52, 0.32, 1.70], [-1.31, -0.41, 0.51], [0.85, 0.65, -0.05], [-0.06, 0.45, -0.40], [-0.07, 0.82, -0.15], [0.14, -0.35, -0.24], [0.49, -0.03, 0.09], [0.80, 0.34, 0.26], [0.09, 0.59, -0.04], [2.12, -0.19, 0.27], [0.53, 1.81, 0.01], [0.76, 0.53, -1.09], [0.03, 0.22, 0.67], [-0.52, -0.61, 0.24], [-0.49, -0.23, -0.06], [-0.80, 0.00, 0.36], [-0.51, -0.52, -0.12], [-0.12, 0.07, 0.24], [-0.73, 0.16, 0.44], [1.88, -1.69, -2.22], [-1.35, 0.66, 0.85], [-0.33, -0.31, 0.70], [-0.10, 0.13, 0.10], [0.28, 0.66, -0.41], [-0.04, 0.18, 0.28], [0.28, 0.21, -0.02], [0.21, -0.03, 0.08], [-0.12, 0.06, 0.22]], "lumo_energy_ev": -10.63, "homo_lumo_gap_ev": 2.47, "e_above_lowest_ev": 2.548, "charge": 2, "homo_ev": -13.10}

=====

[3]
{"formula": "C4H5NS", "method": "ωB97M-V with the def2-TZVPD basis set", "species": ["C", "C", "C", "S", "C", "N", "H", "H", "H", "H", "H"], "xyz": [[-1.9184, -1.2474, -0.2480], [-0.6589, -1.3009, 0.1725], [0.1587, -0.0584, 0.4801], [1.8063, -0.0932, -0.2712], [-0.6330, 1.1773, 0.1667], [-1.1766, 2.1597, -0.1266], [-2.5105, -2.1237, -0.4210], [-2.3931, -0.2700, -0.4913], [-0.1663, -2.2280, 0.2672], [0.2963, -0.0909, 1.5550], [2.4194, -0.3377, 0.8887]], "atomic_forces_ev_per_a": [[0.07, 1.14, -0.25], [-1.07, 1.17, -0.73], [-1.34, -0.06, 0.09], [0.14, 0.16, -0.16], [0.39, 0.78, -0.36], [0.62, -1.41, 0.48], [-0.06, -0.36, -0.08], [0.29, -0.87, 0.40], [0.61, -0.89, 0.41], [0.18, 0.32, 0.22], [0.18, 0.02, -0.01]], "lumo_energy_ev": 0.49, "smiles": "C=C[C@@H](S)C#N", "homo_lumo_gap_ev": 10.42, "e_above_lowest_ev": 1.139, "homo_ev": -9.92}

=====

[4]
{"formula": "C9H14O", "method": "ωB97M-V with the def2-TZVPD basis set", "species": ["C", "C", "C", "C", "C", "C", "C", "O", "H", "H", "H", "H", "H", "H", "H", "H", "C", "C", "H", "H", "H", "H", "H", "H"], "xyz": [[-1.9457, 1.7456, -0.6324], [-0.6500, -0.3499, -0.9080], [-1.5988, 0.3952, -0.1312], [-0.2507, -1.6066, -0.5732], [-0.7232, -2.0946, 0.6564], [-2.0033, -0.0938, 1.1301], [-1.5125, -1.2858, 1.5527], [-0.4732, -3.3039, 1.1086], [-0.2228, 0.1227, -1.7842], [0.3256, -2.1907, -1.2777], [-2.8994, 1.5940, -1.1643], [-1.3177, 2.2257, -1.3680], [-2.6955, 0.4479, 1.7646], [-0.4393, -4.0074, 0.4481], [-1.4479, -1.6349, 2.5739], [-2.1244, 2.4025, 0.2211], [2.0194, 1.4741, 0.1669], [2.8387, 0.4299, -0.5741], [2.7185, 2.1701, 0.6289], [1.4614, 2.1558, -0.4728], [1.4212, 1.0368, 0.9378], [2.8854, -0.5183, -0.0336], [3.9257, 0.6083, -0.6203], [2.7086, 0.2772, -1.6493]], "atomic_forces_ev_per_a": [[-1.30, -0.23, 0.59], [0.00, -0.06, -0.08], [1.44, 0.49, -0.58], [-0.64, 0.28, -0.49], [-0.13, -0.35, 0.16], [-0.48, -0.21, 0.09], [1.43, -0.13, -0.08], [-0.49, -0.03, 0.44], [-0.22, -0.05, -0.08], [0.26, -0.12, 0.32], [-0.17, 0.28, 0.19], [0.63, -0.29, 0.04], [0.24, 0.25, -0.07], [0.53, 0.08, -0.32], [-0.92, -0.03, 0.13], [-0.15, 0.15, -0.26], [1.20, 0.89, -0.65], [1.66, -0.75, -0.36], [-0.05, -0.09, 0.44], [-0.43, -0.36, -0.18], [-0.59, -0.13, 0.39], [-0.63, -0.21, -0.27], [-0.25, 0.77, 0.44], [-0.97, -0.14, 0.18]], "lumo_energy_ev": [-3.86, -7.41], "homo_lumo_gap_ev": [10.07, 6.86], "s2": 0.7667, "e_above_lowest_ev": 0.741, "multiplicity": 2, "charge": 1, "homo_ev": [-13.93, -14.26]}

=====

Respective electronic energy values: -69826.826; -58106.641; -16552.926; -11598.827 eV.